Below is 4 unconnected molecules or ions with the total composition C27H56FNO12P3 at a distorted geometry, with properties calculated with wB97M-V/def2-TZVPD.

Geometry as XYZ:
```
100
Properties=species:S:1:pos:R:3:forces:R:3:lowdin_charge:R:1
F -3.369 11.293 3.570 -1.73 -0.83 0.46 -0.16
C -4.638 10.550 3.603 0.50 -1.01 -0.49 -0.17
C -4.385 9.031 3.066 -0.70 1.85 0.29 -0.18
C -5.605 8.705 2.066 -0.55 -0.78 -0.03 -0.36
N -5.480 7.423 1.324 3.91 0.76 -1.12 -0.10
C -4.278 7.371 0.537 -0.19 -0.68 -0.25 -0.32
C -3.698 5.932 0.205 2.37 1.86 -1.88 -0.07
C -2.402 5.739 -0.644 -1.90 3.36 1.04 -0.14
C -1.620 6.971 -1.215 -3.03 0.88 1.87 -0.17
C -2.200 8.406 -0.928 -1.57 -3.35 1.49 -0.12
C -3.502 8.584 -0.065 2.31 -1.89 -1.23 -0.09
H -5.057 10.502 4.671 0.84 0.54 -1.49 0.11
H -5.336 11.116 2.898 0.95 -0.74 1.07 0.10
H -3.355 9.029 2.577 -1.51 -0.18 0.50 0.10
H -4.405 8.347 3.981 0.08 0.70 -1.49 0.10
H -5.852 9.579 1.350 0.67 -0.73 1.08 0.09
H -6.545 8.594 2.739 1.35 0.25 -1.02 0.10
H -4.281 5.030 0.612 1.07 1.55 -0.69 0.06
H -2.016 4.685 -0.836 -0.57 1.57 0.29 0.05
H -0.653 6.844 -1.819 -1.70 0.18 1.05 0.05
H -1.617 9.310 -1.343 -1.19 -1.50 0.80 0.06
H -3.861 9.657 0.121 0.57 -1.84 -0.26 0.07
O -4.366 -0.532 -3.015 0.44 -2.21 -3.85 -0.23
P -3.079 -0.116 -3.735 1.87 5.91 7.39 0.70
O -2.043 -0.435 -2.484 -0.09 -0.55 -0.68 -0.22
C -1.658 -1.783 -2.264 0.25 -0.14 0.05 -0.30
C -0.733 -2.287 -3.358 0.07 -0.16 -0.10 -0.09
O -3.256 1.517 -3.478 -0.12 -0.65 -1.35 -0.23
C -4.554 2.071 -3.266 -0.45 0.08 0.37 -0.30
C -4.889 2.137 -1.785 0.23 0.18 0.25 -0.07
O -1.693 0.305 -4.658 -2.19 -2.57 -1.43 -0.21
C -1.880 0.257 -6.075 0.11 0.28 -0.52 -0.31
C -2.923 1.249 -6.558 -0.10 0.12 0.03 -0.09
H -2.547 -2.416 -2.181 0.00 -0.02 0.05 0.11
H -1.136 -1.816 -1.305 -0.11 0.15 -0.05 0.10
H -1.260 -2.357 -4.315 0.05 -0.07 0.00 0.06
H -0.350 -3.282 -3.111 -0.06 0.05 0.00 0.08
H 0.112 -1.610 -3.499 -0.09 -0.03 0.07 0.08
H -5.308 1.505 -3.821 0.09 -0.04 0.15 0.10
H -4.557 3.081 -3.681 0.26 -0.06 -0.01 0.12
H -4.629 1.218 -1.254 -0.12 -0.07 -0.26 0.07
H -5.953 2.336 -1.640 0.05 0.05 0.00 0.08
H -4.317 2.940 -1.308 -0.15 -0.02 -0.10 0.07
H -2.156 -0.763 -6.362 0.11 0.02 -0.17 0.11
H -0.915 0.483 -6.537 0.00 -0.05 0.20 0.12
H -3.919 0.989 -6.185 -0.01 0.01 -0.05 0.07
H -2.968 1.260 -7.650 0.02 -0.05 0.05 0.08
H -2.697 2.257 -6.201 0.02 -0.13 -0.02 0.09
O 0.938 -2.989 2.259 2.93 -0.43 3.38 -0.22
P 0.416 -3.876 3.394 -8.02 -1.20 -5.04 0.71
O 0.034 -5.186 2.457 0.70 0.02 0.49 -0.22
C 1.086 -6.055 2.064 0.10 -0.26 -0.03 -0.29
C 1.618 -6.859 3.237 0.13 -0.09 0.08 -0.09
O -1.101 -3.197 3.457 0.88 0.20 1.07 -0.23
C -1.301 -1.861 3.004 0.00 0.31 -0.43 -0.30
C -1.707 -1.831 1.540 -0.27 -0.11 -0.14 -0.08
O -0.077 -4.811 4.746 3.38 1.44 0.08 -0.21
C 0.448 -4.371 6.002 -0.10 0.11 0.62 -0.31
C -0.016 -2.972 6.369 -0.08 0.11 -0.04 -0.08
H 1.887 -5.480 1.590 0.00 -0.03 -0.04 0.10
H 0.677 -6.736 1.314 -0.09 0.16 0.02 0.12
H 2.121 -6.210 3.961 0.05 -0.07 -0.01 0.06
H 2.340 -7.607 2.896 -0.03 0.09 0.00 0.08
H 0.807 -7.368 3.763 0.04 0.06 -0.09 0.08
H -0.407 -1.256 3.182 -0.06 -0.12 -0.14 0.10
H -2.098 -1.420 3.608 0.01 -0.22 0.08 0.12
H -1.099 -2.499 0.924 0.17 0.12 0.22 0.06
H -1.630 -0.819 1.137 -0.05 -0.03 0.01 0.09
H -2.742 -2.171 1.427 0.09 0.10 0.03 0.08
H 1.541 -4.416 5.966 -0.01 -0.06 0.19 0.11
H 0.110 -5.081 6.761 -0.01 -0.06 -0.20 0.12
H 0.387 -2.227 5.676 0.01 0.03 0.05 0.07
H 0.316 -2.707 7.375 0.03 -0.05 -0.06 0.08
H -1.105 -2.898 6.324 0.12 -0.06 0.01 0.09
O 4.804 -4.763 -0.983 3.16 -0.80 -3.01 -0.23
P 5.939 -3.738 -0.873 -4.70 4.04 7.28 0.70
O 6.263 -3.979 0.733 0.49 -0.35 -0.59 -0.23
C 7.048 -5.105 1.093 0.20 -0.06 0.15 -0.30
C 8.497 -4.940 0.669 0.16 -0.08 -0.04 -0.09
O 4.955 -2.407 -0.714 0.81 -0.24 -1.17 -0.23
C 3.626 -2.435 -1.231 -0.56 -0.27 0.03 -0.30
C 2.633 -2.885 -0.172 0.07 0.29 0.18 -0.08
O 7.243 -2.622 -0.878 0.12 -2.76 -2.43 -0.21
C 7.803 -2.362 -2.169 0.23 0.44 -0.42 -0.31
C 6.806 -1.723 -3.118 -0.14 0.05 -0.01 -0.08
H 6.616 -6.013 0.661 -0.01 -0.03 0.03 0.11
H 6.997 -5.198 2.180 -0.13 0.10 -0.08 0.12
H 8.589 -4.942 -0.421 0.06 -0.04 0.03 0.06
H 9.108 -5.758 1.060 -0.07 0.03 -0.05 0.08
H 8.904 -3.993 1.030 -0.09 -0.08 0.00 0.08
H 3.574 -3.068 -2.122 0.02 -0.02 0.16 0.10
H 3.374 -1.422 -1.556 0.23 0.04 0.09 0.12
H 2.984 -3.752 0.391 0.04 0.00 -0.26 0.06
H 1.669 -3.129 -0.625 0.00 0.04 0.04 0.08
H 2.477 -2.089 0.561 -0.03 -0.13 -0.15 0.07
H 8.185 -3.299 -2.586 0.15 0.11 -0.07 0.11
H 8.654 -1.691 -2.023 -0.08 -0.11 0.17 0.12
H 5.989 -2.411 -3.356 0.01 0.01 -0.05 0.07
H 7.291 -1.443 -4.056 0.01 -0.05 0.06 0.08
H 6.357 -0.832 -2.672 0.09 -0.10 -0.02 0.09
```
Positions in Å, forces in eV/Å.

Total charge: -1
Energy, a.u.: -3143.69120